Entry 1:
Computed, not measured: a 11-piece molecular cluster, C20H54BF4N2O8 overall at a distorted geometry, with ωB97M-V with the def2-TZVPD basis set.

Output
Relative energy (zero: lowest compared OMol25 entry of this formula, charge and spin), kJ/mol: 178.5
E_LUMO, Ha: 0.0920
E_HOMO, Ha: -0.2280
Charge: -1
Energy, Ha: -1930.01443
Frontier orbital gap, Eh: 0.3200

Geometry (Å):
B1 -64.778 -11.040 58.086
F1 -65.978 -10.743 58.672
F2 -64.607 -10.015 57.175
F3 -63.794 -10.863 58.970
F4 -64.788 -12.193 57.454
C1 -67.265 -12.060 55.466
C2 -68.208 -12.720 54.413
N1 -68.922 -13.196 53.593
H1 -66.642 -12.747 55.907
H2 -66.838 -11.164 55.088
H3 -67.958 -11.878 56.076
C3 -61.812 -13.793 57.623
C4 -60.660 -13.811 56.562
N2 -59.809 -13.811 55.759
H4 -61.980 -14.927 57.982
H5 -61.567 -13.127 58.399
H6 -62.636 -13.405 57.200
C5 -60.506 -9.875 54.913
C6 -61.339 -10.311 56.122
O1 -62.546 -10.999 55.701
H7 -60.316 -10.636 54.012
H8 -59.473 -9.631 55.248
H9 -60.886 -8.939 54.281
H10 -61.737 -9.480 56.729
H11 -60.738 -10.904 56.810
H12 -63.382 -10.509 56.204
C7 -69.631 -7.625 57.624
C8 -68.274 -8.226 57.621
O2 -68.326 -9.567 58.297
H13 -70.014 -7.544 58.558
H14 -70.137 -8.072 56.792
H15 -69.500 -6.491 57.629
H16 -67.508 -7.687 58.289
H17 -67.795 -8.175 56.750
H18 -67.521 -10.052 58.336
C9 -60.009 -8.844 61.778
C10 -61.428 -9.629 61.746
O3 -61.494 -10.361 60.554
H19 -59.790 -8.200 62.694
H20 -59.830 -8.131 60.935
H21 -59.309 -9.558 61.730
H22 -62.216 -9.004 61.851
H23 -61.541 -9.919 62.703
H24 -62.397 -10.605 60.334
C11 -68.462 -14.951 58.491
C12 -67.155 -14.178 58.883
O4 -66.743 -14.607 60.148
H25 -68.056 -16.102 58.215
H26 -68.774 -14.546 57.482
H27 -69.303 -14.932 58.943
H28 -67.149 -13.161 58.769
H29 -66.304 -14.445 58.093
H30 -66.135 -14.043 60.397
C13 -63.557 -14.056 62.687
C14 -63.300 -13.532 61.332
O5 -64.429 -12.965 60.833
H31 -64.488 -14.884 62.454
H32 -63.997 -13.359 63.464
H33 -62.750 -14.618 63.015
H34 -62.980 -14.393 60.831
H35 -62.397 -12.884 61.187
H36 -64.434 -12.496 60.157
C15 -62.488 -14.175 52.905
C16 -63.740 -13.373 53.191
O6 -63.912 -13.572 54.586
H37 -62.549 -15.267 52.843
H38 -61.470 -13.937 53.493
H39 -62.164 -13.872 51.878
H40 -64.586 -13.601 52.620
H41 -63.454 -12.384 52.938
H42 -63.801 -12.660 54.935
C17 -64.844 -6.829 61.637
C18 -64.834 -7.727 60.493
O7 -65.357 -8.914 60.885
H43 -64.313 -6.094 61.532
H44 -64.196 -7.351 62.432
H45 -65.908 -6.426 61.811
H46 -63.818 -7.857 60.111
H47 -65.473 -7.319 59.474
H48 -65.416 -9.485 60.057
C19 -68.777 -11.874 62.361
C20 -67.804 -10.978 61.548
O8 -67.056 -10.228 62.356
H49 -69.221 -12.413 61.744
H50 -69.597 -11.386 63.016
H51 -68.294 -12.559 63.019
H52 -68.044 -10.302 60.753
H53 -67.099 -11.596 60.728
H54 -66.274 -9.759 61.979


Entry 2:
Computed, not measured: a 6-piece molecular cluster, C20H54F3N5O9 overall at a distorted geometry, with ωB97M-V with the def2-TZVPD basis set.

Output
Relative energy (zero: lowest compared OMol25 entry of this formula, charge and spin), kJ/mol: 0.0
E_LUMO, Ha: -0.2034
E_HOMO, Ha: -0.3654
Charge: +2
Energy, Ha: -2044.18703
Frontier orbital gap, Eh: 0.1620

Geometry (Å):
C1 -1.981 -3.550 1.610
C2 -1.214 -4.301 0.552
C3 -1.924 -5.593 0.261
O1 -1.411 -6.126 -0.948
C4 -2.118 -7.270 -1.392
N1 -1.243 -3.516 -0.739
H1 -2.161 -3.615 -1.178
H2 -0.964 -2.547 -0.520
H3 -0.648 -3.952 -1.449
H4 -2.104 -4.192 2.488
H5 -3.008 -3.345 1.300
H6 -1.445 -2.690 2.007
H7 -0.172 -4.447 0.839
H8 -3.007 -5.444 0.101
H9 -1.810 -6.352 1.042
H10 -1.710 -7.569 -2.351
H11 -3.191 -7.064 -1.484
H12 -1.992 -8.081 -0.667
C5 -0.882 1.268 -3.836
C6 0.464 0.899 -4.412
C7 1.497 1.997 -4.419
O2 1.671 2.455 -3.111
C8 2.673 3.465 -3.041
N2 1.029 -0.217 -3.586
H13 0.353 -0.879 -3.196
H14 1.694 -0.786 -4.114
H15 1.454 0.196 -2.738
H16 -1.301 2.171 -4.291
H17 -0.872 1.416 -2.758
H18 -1.630 0.538 -4.162
H19 0.369 0.553 -5.440
H20 1.201 2.787 -5.122
H21 2.451 1.629 -4.829
H22 3.567 3.180 -3.597
H23 2.947 3.707 -2.018
H24 2.266 4.405 -3.440
C9 -1.415 5.847 -1.416
C10 -0.046 5.187 -1.367
C11 0.981 6.093 -0.744
O3 2.122 5.346 -0.423
C12 3.079 6.076 0.343
N3 -0.076 3.914 -0.575
H25 0.917 3.684 -0.397
H26 -0.438 4.041 0.371
H27 -0.522 3.118 -1.032
H28 -1.828 5.986 -0.419
H29 -2.078 5.255 -2.047
H30 -1.307 6.817 -1.900
H31 0.222 4.899 -2.383
H32 0.570 6.542 0.179
H33 1.163 6.969 -1.379
H34 2.694 6.493 1.274
H35 3.448 6.926 -0.250
H36 3.948 5.435 0.449
C13 -3.628 -0.699 2.824
C14 -2.729 0.345 3.451
C15 -1.501 -0.188 4.130
O4 -0.716 0.914 4.491
C16 0.302 0.605 5.447
N4 -2.374 1.375 2.412
H37 -3.142 1.953 2.076
H38 -1.623 1.971 2.782
H39 -1.939 0.961 1.563
H40 -3.238 -1.162 1.919
H41 -4.587 -0.256 2.535
H42 -3.911 -1.490 3.517
H43 -3.371 0.904 4.136
H44 -0.932 -0.896 3.513
H45 -1.860 -0.783 4.982
H46 0.651 -0.422 5.347
H47 -0.036 0.758 6.475
H48 1.104 1.311 5.250
N5 -0.184 -0.074 -0.265
O5 -1.239 -0.456 0.288
O6 0.496 -0.929 -0.859
O7 0.197 1.108 -0.217
C17 2.227 -3.406 2.310
O8 3.031 -2.854 1.190
O9 2.898 -4.027 3.138
C18 1.496 -2.159 2.909
F1 2.304 -1.246 3.440
F2 0.701 -1.494 2.008
F3 0.621 -2.515 3.880
C19 2.729 -3.374 -0.085
C20 3.367 -2.561 -1.196
H49 2.792 -1.662 -1.440
H50 4.406 -2.303 -1.021
H51 3.256 -3.199 -2.086
H52 1.652 -3.497 -0.284
H53 3.199 -4.370 -0.082
H54 1.300 -3.940 1.873


Entry 3:
Computed, not measured: C20H55AgFeN8O14 as an isolated structure at a distorted geometry, with ωB97M-V with the def2-TZVPD basis set.

Output
<S²>: 8.757
Relative energy (zero: lowest compared OMol25 entry of this formula, charge and spin), kJ/mol: 0.0
E_LUMO (alpha / beta), Ha: -0.1040 / -0.2022
E_HOMO (alpha / beta), Ha: -0.3881 / -0.3881
Charge: +1
Energy, Ha: -3696.49014
Frontier orbital gap (alpha / beta), Eh: 0.2842 / 0.1859
Multiplicity: 6

Geometry (Å):
Ag1 -1.009 22.295 13.911
Fe1 -4.417 26.205 13.550
N1 -1.346 25.721 14.647
O1 -0.734 26.460 15.413
O2 -2.608 26.011 14.344
O3 -0.854 24.708 14.135
N2 -3.358 23.900 11.511
O4 -4.134 24.695 12.234
O5 -2.504 23.245 12.121
O6 -3.536 23.844 10.302
N3 -2.949 23.061 16.428
O7 -1.918 23.041 17.133
O8 -2.859 22.874 15.142
O9 -4.081 23.289 16.934
C1 3.057 21.166 12.400
C2 1.850 21.445 13.294
C3 2.175 22.459 14.381
O10 1.052 22.695 15.196
C4 1.377 23.446 16.348
N4 0.716 21.949 12.462
H1 2.704 20.616 11.527
H2 3.807 20.550 12.896
H3 3.508 22.092 12.037
H4 1.437 20.537 13.741
H5 2.571 23.396 13.959
H6 3.047 22.036 14.904
H7 0.508 23.430 17.009
H8 1.477 24.507 16.067
H9 2.245 23.164 16.950
H10 0.442 21.247 11.786
H11 0.965 22.824 11.987
C5 2.118 26.169 12.561
C6 1.572 25.820 11.181
C7 2.667 25.434 10.215
O11 3.585 26.483 10.144
C8 4.588 26.175 9.199
N5 0.591 24.725 11.301
H12 2.568 27.158 12.506
H13 2.870 25.448 12.880
H14 1.318 26.117 13.303
H15 1.109 26.711 10.723
H16 2.214 25.281 9.223
H17 3.189 24.516 10.516
H18 5.431 26.854 9.274
H19 4.146 26.166 8.200
H20 4.992 25.178 9.425
H21 -0.120 25.013 11.959
H22 0.250 24.455 10.385
C9 -7.045 25.200 16.761
C10 -6.300 25.931 15.647
C11 -5.402 27.060 16.122
O12 -4.714 27.633 14.998
C12 -3.803 28.679 15.405
N6 -5.518 24.959 14.809
H23 -7.770 24.501 16.345
H24 -7.631 25.871 17.393
H25 -6.335 24.676 17.406
H26 -7.105 26.378 15.044
H27 -4.725 26.645 16.882
H28 -6.019 27.814 16.617
H29 -3.178 28.295 16.207
H30 -4.381 29.562 15.672
H31 -3.156 28.945 14.573
H32 -6.130 24.222 14.437
H33 -5.057 24.347 15.548
C13 0.860 22.973 20.198
C14 0.360 24.376 20.527
C15 -0.305 25.013 19.321
O13 -1.057 26.175 19.697
C16 -1.656 26.806 18.619
N7 -0.493 24.368 21.725
H34 1.148 22.492 21.126
H35 1.698 23.086 19.508
H36 0.090 22.400 19.678
H37 1.246 24.965 20.794
H38 -1.126 24.313 19.074
H39 0.319 25.206 18.445
H40 -0.977 27.345 17.948
H41 -2.379 27.510 19.040
H42 -2.239 26.091 18.011
H43 -0.734 25.347 21.897
H44 -1.397 23.974 21.437
C17 -5.937 29.238 12.301
C18 -5.659 27.969 11.513
C19 -4.253 27.745 11.019
O14 -3.350 27.497 12.131
C20 -2.004 27.414 11.650
N8 -6.059 26.746 12.333
H45 -5.261 29.290 13.162
H46 -6.937 29.220 12.731
H47 -5.718 30.162 11.772
H48 -6.284 27.993 10.613
H49 -3.883 28.648 10.527
H50 -4.204 26.896 10.326
H51 -1.669 28.303 11.108
H52 -1.891 26.528 11.019
H53 -1.314 27.351 12.492
H54 -6.169 26.106 11.529
H55 -7.028 26.828 12.647